Record 1
Below is a single C6H10 molecule, with properties calculated with the ωB97M-V functional and the def2-TZVPD basis.

Structure (XYZ):
```
16
Properties=species:S:1:pos:R:3
C 1.139 1.049 0.074
C 0.601 -0.353 0.335
C 0.204 -0.546 1.810
C -0.515 -0.844 -0.533
C -1.266 -0.254 -1.504
C -1.244 1.153 -1.783
H 1.996 1.232 0.733
H 0.374 1.807 0.248
H 1.461 1.163 -0.964
H 1.412 -1.075 0.136
H -0.138 -1.568 2.012
H 1.064 -0.345 2.457
H -0.598 0.147 2.082
H -1.887 -0.964 -2.054
H -0.723 -1.906 -0.366
H -1.880 1.305 -2.682
```

The calculation puts the gap between HOMO and LUMO (spin up / spin down) at 0.26994 / 0.27139 Ha. For the largest force on an atom, the calculation gives 0.0075 hartree/bohr.


Record 2
Below is a single C4H5N3 molecule, with properties calculated with the ωB97M-V functional and the def2-TZVPD basis.

Structure (XYZ):
```
12
Properties=species:S:1:pos:R:3
N 2.254 -0.348 -0.089
C 0.954 -0.068 -0.172
N 0.103 -1.142 0.016
C -1.104 -0.808 0.317
C -1.546 0.585 0.311
C -0.584 1.668 -0.106
N 0.632 1.202 -0.465
H 2.891 0.379 -0.382
H 2.572 -1.296 0.026
H -1.875 -1.584 0.363
H -2.339 0.894 1.001
H -2.005 0.323 -0.682
```

The calculation puts the gap between HOMO and LUMO (spin up / spin down) at 0.27166 / 0.27168 Ha. For the largest force on an atom, the calculation gives 0.0241 hartree/bohr.


Record 3
Below is a molecular structure, C43H38Cl2N6O2S5Tb, with properties calculated with the ωB97M-V functional and the def2-TZVPD basis.

Structure (XYZ):
```
97
Properties=species:S:1:pos:R:3
Tb -0.063 0.329 0.494
S -2.877 0.048 0.385
C -3.734 1.526 0.624
C -5.083 1.597 0.214
C -5.841 2.736 0.370
C -5.292 3.873 0.961
C -3.980 3.829 1.392
C -3.201 2.686 1.218
S -1.514 2.746 1.805
C -0.910 4.144 0.761
C 0.584 4.135 0.625
C 1.370 4.938 1.436
C 2.742 4.941 1.238
C 3.263 4.170 0.220
C 2.402 3.386 -0.545
C 3.002 2.603 -1.703
S 2.485 0.003 -2.175
C 2.984 0.070 -4.065
C 3.808 -0.849 -4.692
C 4.003 -0.790 -6.071
C 3.372 0.194 -6.820
C 2.571 1.147 -6.199
C 2.415 1.076 -4.825
S 1.439 2.165 -3.839
N 1.092 3.345 -0.325
H -5.503 0.706 -0.236
H -6.873 2.743 0.039
H -5.881 4.772 1.088
H -3.544 4.696 1.877
H -1.245 5.069 1.226
H -1.377 4.023 -0.213
H 0.915 5.551 2.204
H 3.390 5.535 1.870
H 4.327 4.150 0.021
H 3.882 2.075 -1.328
H 3.358 3.330 -2.439
H 4.291 -1.630 -4.110
H 4.643 -1.514 -6.560
H 3.506 0.230 -7.894
H 2.080 1.927 -6.770
C 4.678 -1.875 0.190
C 5.007 -0.417 -0.128
N 4.217 0.539 0.637
C 2.828 0.605 0.629
S 2.163 1.295 2.093
N 2.016 0.283 -0.319
N 2.084 1.674 -2.347
C 1.011 -0.853 -2.587
C 1.279 -2.254 -3.075
C -0.278 -0.354 -2.477
C -1.374 -1.062 -3.087
C -2.577 -0.449 -3.257
C -2.761 0.874 -2.811
C -1.746 1.414 -2.069
N -0.554 0.841 -1.837
H 5.216 -2.540 -0.489
H 3.606 -2.041 0.069
H 4.955 -2.124 1.215
H 4.858 -0.249 -1.191
H 6.056 -0.205 0.091
H 4.550 0.688 1.577
H 0.724 -2.983 -2.475
H 2.339 -2.491 -2.986
H 0.996 -2.392 -4.125
H -1.226 -2.082 -3.415
H -3.398 -0.985 -3.720
H -3.699 1.397 -2.934
H -1.882 2.392 -1.610
Cl -4.924 -4.196 2.340
C -4.502 -2.641 2.963
C -5.499 -1.816 3.462
C -5.160 -0.573 3.964
C -3.844 -0.140 3.940
C -2.870 -0.957 3.402
Cl -1.237 -0.374 3.307
C -3.168 -2.243 2.932
N -2.184 -3.089 2.373
C -1.186 -3.649 3.167
C -1.439 -3.868 4.526
C -0.511 -4.498 5.336
C 0.697 -4.922 4.809
C 0.958 -4.697 3.466
C 0.047 -4.070 2.628
C 0.427 -3.795 1.187
C 0.328 -2.294 0.907
O 0.937 -1.504 1.652
O -0.449 -1.897 -0.013
H -6.525 -2.157 3.449
H -5.930 0.072 4.366
H -3.579 0.849 4.289
H -1.962 -2.865 1.409
H -2.384 -3.543 4.942
H -0.736 -4.655 6.383
H 1.434 -5.411 5.433
H 1.913 -4.998 3.050
H -0.205 -4.328 0.474
H 1.463 -4.097 1.035
```

The spin multiplicity is 7. The calculation puts the gap between HOMO and LUMO (spin up / spin down) at 0.09815 / 0.14058 Ha. Its total charge is -1. For the largest force on an atom, the calculation gives 0.0513 hartree/bohr.


Record 4
Below is 2 unconnected molecules or ions with the total composition C4H10O3, with properties calculated with the ωB97M-V functional and the def2-TZVPD basis.

Structure (XYZ):
```
17
Properties=species:S:1:pos:R:3
O 1.371 0.890 3.488
C 1.145 1.277 2.375
C -0.171 0.982 1.684
C 0.125 -0.183 0.733
C -0.914 -0.319 -0.363
O -0.654 -1.528 -1.094
H 1.906 1.770 1.745
H -0.526 1.829 1.090
H -0.931 0.744 2.414
H 1.040 0.048 0.175
H 0.267 -1.161 1.200
H -1.953 -0.306 -0.026
H -0.847 0.524 -1.064
H -1.254 -1.536 -1.853
O 0.260 -0.865 -3.787
H 0.009 -0.904 -2.852
H 1.129 -1.260 -3.865
```

The calculation puts the gap between HOMO and LUMO at 0.39482 Ha. For the largest force on an atom, the calculation gives 0.0198 hartree/bohr.


Record 5
Below is a molecular structure, C6H6INO2, with properties calculated with the ωB97M-V functional and the def2-TZVPD basis.

Structure (XYZ):
```
16
Properties=species:S:1:pos:R:3
C 0.906 1.425 0.754
C 1.679 0.594 -0.112
C -0.425 1.458 0.722
C 1.071 -0.353 -0.915
C -1.151 0.469 -0.048
C -0.424 -0.569 -0.803
N -0.506 -1.946 0.435
O -1.386 -1.732 1.242
O 0.267 -2.837 0.312
I -1.198 -1.482 -2.609
H 1.338 2.214 1.412
H 2.802 0.500 0.007
H -1.081 2.178 1.343
H 1.760 -0.851 -1.613
H -1.763 -0.093 0.670
H -1.889 1.025 -0.797
```

The calculation puts the gap between HOMO and LUMO at 0.31768 Ha. For the largest force on an atom, the calculation gives 0.0867 hartree/bohr.


Record 6
Below is 2 unconnected molecules or ions with the total composition C5H15NO, with properties calculated with the ωB97M-V functional and the def2-TZVPD basis.

Structure (XYZ):
```
22
Properties=species:S:1:pos:R:3
C 0.548 -2.220 -1.035
C 0.163 -0.952 -0.189
C 0.781 0.311 -0.789
C 0.483 1.595 -0.054
C -0.867 2.209 -0.419
N 0.706 -1.117 1.147
H 0.442 -2.011 -2.094
H -0.065 -3.067 -0.731
H 1.564 -2.542 -0.794
H -0.929 -0.940 -0.169
H 0.531 0.494 -1.838
H 1.850 0.045 -0.812
H 1.239 2.355 -0.263
H 0.524 1.442 1.044
H -1.508 1.428 -0.856
H -0.766 2.964 -1.199
H -1.410 2.654 0.406
H 0.830 -2.064 1.536
H 1.645 -0.691 1.144
H -1.584 0.649 1.603
H -2.003 -0.736 2.141
O -2.174 0.194 2.223
```

The spin multiplicity is 2. The calculation puts the gap between HOMO and LUMO (spin up / spin down) at 0.43046 / 0.22458 Ha. Its total charge is +1. For the largest force on an atom, the calculation gives 0.0545 hartree/bohr.


For reference, energy by record: -234.4545 -319.5698 -5876.0602 -384.0982 -734.9822 -329.1464 hartree.